(1)
15
Properties=species:S:1:pos:R:3 method="wB97M-V/def2-TZVPD" homo_lumo_gap_ev="10.3 / 7.0" spin_multiplicity=2 s2=0.75
C 1.37844 0.38879 1.84372
N 1.08136 1.66313 1.26927
H 2.03141 0.66021 2.68153
H 1.73421 -0.39017 1.11831
H 0.37463 -0.03596 2.28932
H 0.32185 1.74569 0.64455
H 1.86663 1.87497 0.64963
C -1.68135 -1.13907 -1.75317
C -0.67957 -0.44239 -0.77554
S 0.74710 0.31674 -1.74873
H -1.03647 -1.66077 -2.44020
H -2.20889 -0.37928 -2.30574
H -2.23412 -1.89723 -1.21893
H -0.43548 -1.14405 0.02130
H -1.25973 0.43939 -0.27533

=====

(2)
15
Properties=species:S:1:pos:R:3 method="wB97M-V/def2-TZVPD" homo_lumo_gap_ev="6.8 / 9.5" spin_multiplicity=2 s2=0.75
C 0.85602 0.30353 -1.23131
N 1.77268 -0.72236 -0.88624
H -0.00059 -0.05378 -1.79015
H 1.31687 1.14162 -1.74761
H 2.39961 -0.46727 -0.13488
H 1.38270 -1.63231 -0.69093
C -1.51207 -0.74131 0.52736
C -0.73636 0.35416 1.19369
S -0.38407 1.97196 0.08695
H -0.90310 -1.21428 -0.24295
H -2.38289 -0.37822 -0.02417
H -1.82071 -1.54546 1.19608
H -1.19847 0.85893 2.03385
H 0.28425 0.06509 1.42025
H 0.92612 2.05969 0.29008

=====

(3)
15
Properties=species:S:1:pos:R:3 method="wB97M-V/def2-TZVPD" homo_lumo_gap_ev=5.9 total_charge=+1
C -2.04067 -0.04312 1.34295
N -1.51030 1.07851 1.03161
H -2.17006 -0.29640 2.38995
H -2.50164 -0.65111 0.57194
H -0.94621 1.21612 0.18721
H -1.20286 1.79200 1.69197
C 1.55926 0.06130 -0.01635
C 0.94120 -0.11007 -1.42556
S 0.75784 -1.82519 -2.05323
H 1.06998 -0.66976 0.61926
H 2.61565 0.14713 -0.21861
H 1.13459 1.00374 0.31833
H 1.47165 0.61118 -2.08182
H -0.11533 0.24704 -1.45766
H 0.93690 -2.56137 -0.90000

=====

(4)
15
Properties=species:S:1:pos:R:3 method="wB97M-V/def2-TZVPD" homo_lumo_gap_ev=7.3 total_charge=+1
C -2.95093 -0.69996 -0.99067
N -2.24824 -0.15245 -0.06422
H -3.84954 -1.26647 -0.69933
H -2.62553 -0.70666 -2.02130
H -1.20528 0.03499 -0.30502
H -2.74829 0.38711 0.64264
C 2.41240 -0.08344 0.99711
C 1.16445 0.66801 0.47851
S 0.62157 -0.09926 -1.13548
H 2.41734 0.19472 2.04381
H 3.35907 0.15504 0.48895
H 2.19102 -1.15854 0.95776
H 0.28100 0.63505 1.12420
H 1.46016 1.71037 0.32502
H 1.72082 0.38150 -1.84199

=====

(5)
15
Properties=species:S:1:pos:R:3 method="wB97M-V/def2-TZVPD" homo_lumo_gap_ev=7.5 total_charge=+1
C -3.22238 -0.25668 -0.90581
N -2.81788 0.21419 0.20318
H -4.28255 -0.16937 -1.12980
H -2.58063 -0.93331 -1.46391
H -1.81650 0.15403 0.47116
H -3.45690 0.55239 0.90844
C 2.93286 -0.05235 0.20344
C 1.46669 -0.45322 0.24936
S 0.19211 0.83583 -0.24367
H 3.61540 -0.85599 -0.03463
H 3.29459 0.36325 1.15862
H 3.10745 0.83779 -0.40029
H 1.28583 -1.41024 -0.24449
H 1.13592 -0.61831 1.27707
H 1.14597 1.79200 -0.04867

=====

(6)
15
Properties=species:S:1:pos:R:3 method="wB97M-V/def2-TZVPD" homo_lumo_gap_ev="12.9 / 7.1" total_charge=+2 spin_multiplicity=2 s2=0.76
C -0.74456 -0.89817 0.58141
N -0.60157 -0.91445 1.98799
H -0.59628 -1.91163 0.20832
H -1.67564 -0.45657 0.24286
H -1.37941 -0.56458 2.56488
H -0.09190 -1.69245 2.44409
C 0.61485 -0.29365 -1.86567
S 0.76462 -0.03805 -0.13778
C 0.51232 1.66852 0.16632
H 1.57207 -0.10448 -2.36958
H -0.13415 0.30554 -2.41309
H 0.29862 -1.31202 -2.08493
H 0.61242 1.96032 1.21537
H 1.30077 2.19777 -0.36858
H -0.45217 2.05389 -0.17159